This record from the Open Molecules 2025 dataset describes a 14-piece molecular cluster, C5H37NO13 overall. The level of theory is ωB97M-V with the def2-TZVPD basis set.

Structure (XYZ):
```
56
C5H37NO13, DFT ωB97M-V with the def2-TZVPD basis set
C 0.488 -2.309 2.606
C -0.001 -1.982 1.260
C 0.215 -0.884 0.529
N 0.097 -1.104 -0.880
C 0.396 -0.106 -1.895
C -0.294 1.236 -1.704
H 0.929 -1.433 3.111
H -0.272 -2.497 3.372
H 1.175 -3.160 2.683
H -0.546 -2.847 0.835
H 0.624 0.072 0.828
H -0.731 -1.580 -1.253
H 0.087 -0.463 -2.896
H 1.478 0.079 -2.101
H -1.309 1.310 -2.085
H 0.181 1.993 -2.341
H -0.231 1.670 -0.704
H 1.333 4.052 0.194
H -0.120 4.402 0.475
O 0.765 4.769 0.522
H -3.218 2.444 -1.219
H -3.201 2.558 0.340
O -2.968 2.998 -0.480
H 2.869 -3.482 -0.787
H 1.942 -2.438 -1.262
O 2.896 -2.625 -1.225
H -3.812 -0.119 1.733
H -4.458 0.495 0.478
O -4.422 -0.293 1.016
H -2.079 -2.448 -2.867
H -3.038 -1.849 -1.855
O -2.167 -1.707 -2.261
H -4.717 -1.212 -0.391
H -4.590 -0.392 -1.697
O -4.608 -1.295 -1.373
H 2.411 1.975 -0.551
H 3.501 2.551 0.133
O 2.621 2.839 -0.155
H 2.356 1.215 4.305
H 2.171 0.433 2.945
O 1.753 0.951 3.640
H -1.704 0.096 0.882
H -1.400 1.428 1.458
O -2.161 0.865 1.256
H 3.837 -0.566 -1.228
H 3.675 -0.159 -2.629
O 3.672 0.232 -1.746
H 3.011 -0.999 0.458
H 3.867 -1.035 1.609
O 3.101 -0.531 1.303
H 0.749 1.614 2.254
H 1.128 2.506 1.083
O 0.399 1.948 1.413
H 0.274 -3.376 -1.012
H 0.064 -3.259 -2.475
O 0.261 -3.925 -1.807
```

## Properties
- E_HOMO: -7.989 eV
- Energy relative to the best compared isomer or geometry (same formula, charge and spin): 85.7 kcal/mol
- Kohn-Sham gap: 0.2921 hartree
- 2S+1: 1

These are the natural (NBO) partial charges, in e, on atoms 1 to 2: -0.65 -0.26

***

This record from the Open Molecules 2025 dataset describes an isolated ion of composition C4H8NO2 and charge -1. The level of theory is ωB97M-V with the def2-TZVPD basis set.

Structure (XYZ):
```
15
C4H8NO2, DFT ωB97M-V with the def2-TZVPD basis set
C -0.299 -0.165 -1.367
N 0.216 0.502 -0.176
C -0.611 1.634 0.143
C 0.313 -0.404 0.981
C 1.170 -1.664 0.668
O 2.396 -1.576 0.866
O 0.506 -2.623 0.202
H 0.367 -0.975 -1.598
H -0.354 0.559 -2.176
H -1.251 -0.667 -1.176
H -1.700 1.430 0.136
H -0.484 2.370 -0.655
H -0.383 2.113 1.080
H 0.795 0.204 1.752
H -0.680 -0.738 1.320
```

## Properties
- E_HOMO: -3.952 eV
- Charge: -1
- Energy relative to the best compared isomer or geometry (same formula, charge and spin): 23.6 kcal/mol
- Kohn-Sham gap: 0.2898 hartree
- 2S+1: 1
- SMILES string: CN(C)CC(=O)[O-]

These are the natural (NBO) partial charges, in e, on atoms 1 to 2: -0.42 -0.42

***

This record from the Open Molecules 2025 dataset describes C18H30N4OS6Si2TeW as an isolated structure. The level of theory is ωB97M-V with the def2-TZVPD basis set.

Structure (XYZ):
```
63
C18H30N4OS6Si2TeW, DFT ωB97M-V with the def2-TZVPD basis set
W 0.067 2.348 1.001
N -1.650 6.394 1.974
C -1.275 5.097 1.858
S 0.457 4.775 1.516
N -2.204 4.113 1.879
N -1.669 2.814 1.934
C -2.586 1.934 2.389
C -2.335 0.565 2.124
C -3.095 -0.501 2.661
C -2.529 -1.772 2.653
C -1.245 -1.910 2.129
C -0.600 -0.924 1.389
N -1.271 0.295 1.181
H -0.905 7.051 2.060
H -2.526 6.549 2.476
H -3.544 2.370 2.771
H -4.059 -0.392 3.128
H -3.080 -2.623 3.054
H -0.735 -2.907 2.226
H 0.285 -1.075 0.772
S -2.184 5.577 -3.729
S -2.052 3.771 -3.133
S -1.312 3.696 -1.161
S 0.347 2.139 -1.210
Te 1.986 0.784 1.845
C 2.253 -1.262 2.538
C 3.286 -2.046 2.056
C 3.528 -3.190 2.820
C 2.620 -3.395 3.834
S 1.396 -2.142 3.828
H 3.816 -1.774 1.148
H 4.330 -3.908 2.672
H 2.661 -4.137 4.636
C -4.187 -2.199 -0.284
Si -2.732 -1.337 -1.158
C -1.293 -2.558 -1.330
C -3.478 -0.745 -2.826
C -1.880 0.210 -0.217
H -4.676 -1.574 0.518
H -3.714 -3.056 0.170
H -4.928 -2.515 -1.010
H -1.603 -3.275 -2.089
H -1.007 -3.057 -0.379
H -0.393 -2.053 -1.653
H -3.779 -1.517 -3.495
H -2.803 -0.169 -3.366
H -4.351 -0.060 -2.793
H -2.577 1.014 -0.421
H -0.978 0.320 -0.870
C 4.667 0.504 -1.136
Si 3.466 -0.413 -2.317
C 4.181 -2.042 -2.945
C 3.901 0.731 -3.837
O 1.992 -0.552 -1.666
H 4.302 1.603 -0.996
H 5.670 0.660 -1.532
H 4.674 -0.010 -0.169
H 4.382 -2.719 -2.036
H 5.165 -1.853 -3.394
H 3.614 -2.646 -3.683
H 4.989 0.752 -3.875
H 3.688 1.802 -3.683
H 3.511 0.440 -4.846
```

## Properties
- E_HOMO (alpha / beta): -0.992 / -0.981 eV
- Charge: -2
- Energy relative to the best compared isomer or geometry (same formula, charge and spin): 42.4 kcal/mol
- Kohn-Sham gap (alpha / beta): 0.1780 / 0.1774 hartree
- 2S+1: 3
- <S²>: 2.0406

These are the natural (NBO) partial charges, in e, on atoms 1 to 2: 0.77 -0.81

***

This record from the Open Molecules 2025 dataset describes C3H4N2 in the gas phase. The level of theory is ωB97M-V with the def2-TZVPD basis set.

Structure (XYZ):
```
9
C3H4N2, DFT ωB97M-V with the def2-TZVPD basis set
N 0.759 -0.384 -0.537
C -0.582 -0.146 -0.810
C -1.130 0.286 0.361
N -0.177 0.297 1.364
C 0.926 -0.091 0.790
H 1.449 -0.066 -1.205
H -0.987 -0.319 -1.796
H -2.123 0.683 0.532
H 1.863 -0.260 1.302
```

## Properties
- E_HOMO: -9.050 eV
- Energy relative to the best compared isomer or geometry (same formula, charge and spin): 6.1 kcal/mol
- Kohn-Sham gap: 0.3684 hartree
- 2S+1: 1
- SMILES string: c1c[nH]cn1

These are the natural (NBO) partial charges, in e, on atoms 1 to 2: -0.55 -0.11

***

This record from the Open Molecules 2025 dataset describes a 2-piece molecular cluster, C10H12S overall. The level of theory is ωB97M-V with the def2-TZVPD basis set.

Structure (XYZ):
```
23
C10H12S, DFT ωB97M-V with the def2-TZVPD basis set
C 0.042 2.108 2.884
C 0.447 3.080 1.880
C -0.389 0.913 2.417
C 0.104 2.971 0.576
C -0.402 0.536 0.996
C -0.286 1.705 0.105
C -0.263 -0.728 0.636
C -0.560 1.563 -1.223
C -0.457 1.305 -2.475
C 0.884 -4.179 -1.579
S -0.413 -3.248 -2.512
H -0.021 2.346 3.895
H 0.956 3.952 2.303
H -0.795 0.086 3.113
H 0.106 3.815 -0.116
H 0.109 -0.909 -0.335
H -0.136 -1.566 1.233
H -1.170 1.625 -3.190
H -1.361 -3.479 -1.555
H 0.171 0.644 -2.936
H 1.567 -4.474 -2.357
H 0.417 -4.689 -0.712
H 1.448 -3.378 -1.050
```

## Properties
- E_HOMO: -7.354 eV
- Energy relative to the best compared isomer or geometry (same formula, charge and spin): 83.9 kcal/mol
- Kohn-Sham gap: 0.2644 hartree
- 2S+1: 1

These are the natural (NBO) partial charges, in e, on atoms 1 to 2: -0.24 -0.22

***

This record from the Open Molecules 2025 dataset describes C5H11N3O in the gas phase. The level of theory is ωB97M-V with the def2-TZVPD basis set.

Structure (XYZ):
```
20
C5H11N3O, DFT ωB97M-V with the def2-TZVPD basis set
C 2.308 0.615 0.701
C 0.648 -0.853 -0.494
C -0.399 0.173 -0.524
C -1.600 0.001 0.062
N -0.020 1.476 -0.988
N -2.156 -1.235 0.371
N -2.452 1.100 0.273
C 1.863 -0.640 0.021
O 0.276 -2.097 -0.968
H 1.025 -2.697 -0.886
H 0.711 1.403 -1.680
H -0.823 1.942 -1.398
H -2.531 -1.305 1.309
H -1.509 -2.004 0.163
H -3.283 0.869 0.800
H -1.979 1.927 0.621
H 2.591 -1.445 -0.006
H 3.207 1.022 0.200
H 1.540 1.364 0.676
H 2.582 0.386 1.746
```

## Properties
- E_HOMO: -6.774 eV
- Energy relative to the best compared isomer or geometry (same formula, charge and spin): 30.2 kcal/mol
- Kohn-Sham gap: 0.2811 hartree
- 2S+1: 1
- SMILES string: C/C=C(/O)C(N)=C(N)N

These are the natural (NBO) partial charges, in e, on atoms 1 to 2: -0.64 0.29

***

Record-wise maximum force values, in eV/Å: 2.8 1.2 4.0 0.7 4.1 0.9
Record-wise calculated total energy values, in eV: -33892.2711 -9863.7633 -117045.2109 -6155.6366 -21395.1090 -11880.4603